1.
Density functional theory data (ωB97M-V/def2-TZVPD) for a molecular structure, C3H8N2O in a non-equilibrium geometry.

CARTESIAN COORDINATES (ANGSTROEM)
C1 -0.820 0.445 0.861
C2 0.380 0.275 0.012
C3 1.625 -0.342 0.560
N1 -1.084 -0.866 0.275
N2 0.419 0.798 -1.254
O1 -1.886 -0.697 -0.900
H1 -0.664 0.386 1.932
H2 -1.513 1.237 0.579
H3 1.386 -1.013 1.380
H4 2.284 0.443 0.937
H5 2.159 -0.902 -0.204
H6 -0.498 1.007 -1.629
H7 0.964 0.253 -1.911
H8 -2.753 -1.024 -0.639

The energy above the lowest of the compared OMol25 structures with the same formula, charge and spin comes out at 3.953 eV. The HOMO-LUMO gap is 8.96 eV.

2.
Density functional theory data (ωB97M-V/def2-TZVPD) for a single C8H17N3O3 molecule in a non-equilibrium geometry.

CARTESIAN COORDINATES (ANGSTROEM)
N1 -1.686 4.869 0.510
C1 -0.768 4.058 -0.208
C2 -0.817 2.621 0.077
C3 0.399 1.822 -0.411
C4 0.727 0.355 0.139
C5 -0.078 -0.692 -0.625
N2 -1.619 -0.324 -0.606
C6 -0.175 -2.147 -0.153
O1 -0.951 -2.844 0.585
N3 1.053 -2.776 -0.503
C7 1.151 -4.135 -0.328
C8 1.639 -4.415 1.128
O2 2.561 -5.209 1.141
O3 1.038 -3.498 2.050
H1 -1.533 5.086 1.551
H2 -1.712 5.840 0.117
H3 -0.985 4.140 -1.205
H4 0.387 4.434 -0.203
H5 -0.924 2.449 1.222
H6 -1.764 1.990 -0.345
H7 1.194 2.523 0.021
H8 0.517 1.997 -1.501
H9 0.761 0.302 1.227
H10 1.918 0.217 0.155
H11 0.220 -0.769 -1.666
H12 -2.186 -1.203 -0.986
H13 -1.990 -0.410 0.274
H14 1.414 -2.375 -1.599
H15 1.764 -4.611 -1.030
H16 0.157 -4.526 -0.567
H17 0.285 -2.770 1.741

The energy above the lowest of the compared OMol25 structures with the same formula, charge and spin comes out at 4.928 eV. The HOMO-LUMO gap is 9.36 eV.

3.
Density functional theory data (ωB97M-V/def2-TZVPD) for a single C5H7NO molecule in a non-equilibrium geometry.

CARTESIAN COORDINATES (ANGSTROEM)
C1 -0.541 -1.072 0.107
C2 0.475 -0.030 0.108
C3 0.076 1.374 0.564
C4 1.742 -0.416 -0.076
O1 3.018 0.307 0.013
C5 4.293 0.139 -0.332
N1 5.409 0.072 -0.593
H1 0.008 -1.970 0.130
H2 -1.179 -0.978 -0.779
H3 -1.250 -1.035 0.908
H4 0.017 1.269 1.704
H5 0.683 2.179 0.155
H6 -0.999 1.483 0.277
H7 1.776 -1.314 -0.595

The energy above the lowest of the compared OMol25 structures with the same formula, charge and spin comes out at 3.204 eV. The HOMO-LUMO gap is 10.13 eV.

4.
Density functional theory data (ωB97M-V/def2-TZVPD) for a single C8H12N2SSi molecule in a non-equilibrium geometry.

CARTESIAN COORDINATES (ANGSTROEM)
C1 -0.954 2.143 -0.063
Si1 -1.116 0.257 0.083
C2 -2.562 -0.527 -1.025
C3 -1.244 -0.394 1.858
C4 0.504 -0.656 -1.154
C5 0.255 -2.006 -0.967
N1 0.060 -3.090 -0.708
C6 1.717 -0.141 -0.517
C7 2.428 -0.823 0.430
N2 3.538 -0.147 0.883
C8 3.708 0.960 0.270
S1 2.439 1.440 -0.825
H1 -1.730 2.537 0.673
H2 0.047 2.567 -0.041
H3 -1.378 2.348 -1.071
H4 -3.052 0.145 -1.715
H5 -2.196 -1.382 -1.649
H6 -3.342 -0.927 -0.207
H7 -2.368 -0.345 2.089
H8 -0.926 -1.493 1.733
H9 -0.760 0.111 2.734
H10 0.289 -0.402 -2.238
H11 2.235 -1.854 0.815
H12 4.409 1.679 0.612

The energy above the lowest of the compared OMol25 structures with the same formula, charge and spin comes out at 0.076 eV. The HOMO-LUMO gap is 9.06 eV.

Which formula does entry 4 have?
C8H12N2SSi

What is the HOMO-LUMO gap in the first record?
8.96 eV